Entry 1:
Density functional theory data (wB97M-V/def2-TZVPD) for C4H2S as an isolated structure at a distorted geometry.

Geometry (Å):
C  2.280  -0.891  -1.089
C  1.180  -0.506  -0.674
C  0.086  -0.494  0.045
C  -1.649  0.352  -0.131
S  -2.464  -0.535  -1.263
H  3.198  -1.212  -1.484
H  -3.627  0.158  -1.131

As for the HOMO energy (alpha / beta): -8.12 / -7.97 eV. The value obtained for the largest force on an atom is 5.748 eV/A. The total energy is -551.46366 Ha. As for the spin multiplicity: 1. The energy above the lowest of the compared OMol25 structures with the same formula, charge and spin is 139.5 kcal/mol.


Entry 2:
Density functional theory data (wB97M-V/def2-TZVPD) for a 12-piece molecular cluster, C4H30NO12S overall at a distorted geometry.

Geometry (Å):
O  -0.995  -1.963  0.523
C  -0.049  -1.280  0.112
N  0.530  -0.363  0.927
C  1.371  0.692  0.371
C  1.855  1.760  1.326
S  3.134  1.297  2.552
C  0.550  -1.620  -1.215
H  0.251  -0.244  1.893
H  2.215  0.244  -0.143
H  0.909  1.253  -0.441
H  2.121  2.629  0.729
H  1.009  2.041  1.960
H  1.200  -0.869  -1.653
H  -0.312  -1.540  -1.882
H  1.040  -2.590  -1.247
H  -3.046  0.375  1.358
H  -2.040  -0.872  1.406
O  -2.670  -0.322  1.915
H  -2.874  -2.229  -1.905
H  -2.138  -1.248  -2.802
O  -2.726  -2.054  -2.842
H  3.956  1.055  -1.841
H  3.744  -0.215  -0.996
O  4.295  0.566  -1.069
H  -0.531  2.989  -2.665
H  -0.622  1.419  -2.340
O  0.047  2.239  -2.445
H  2.150  -1.779  1.273
H  1.788  -3.068  1.941
O  2.570  -2.561  1.654
H  -3.218  2.926  1.253
H  3.321  0.003  2.255
O  -2.921  3.381  0.463
H  0.163  -2.366  3.484
H  -0.653  -3.159  2.514
O  0.165  -3.222  3.029
H  -3.947  0.527  -1.203
H  -3.055  2.750  -0.271
O  -3.246  0.837  -0.614
H  2.047  0.329  -3.395
H  1.583  1.741  -3.002
O  2.388  1.211  -3.210
H  -2.124  0.828  -3.269
H  -2.437  0.580  -1.145
O  -1.602  0.335  -2.616
H  -1.566  -0.484  3.269
H  -0.809  0.494  4.087
O  -0.819  -0.455  3.917

As for the HOMO energy: -6.74 eV. The charge is -1. The value obtained for the largest force on an atom is 1.678 eV/A. The total energy is -1526.35304 Ha. As for the spin multiplicity: 1. The energy above the lowest of the compared OMol25 structures with the same formula, charge and spin is 31.8 kcal/mol.


Entry 3:
Density functional theory data (wB97M-V/def2-TZVPD) for a 11-piece molecular cluster, C4H30O11 overall at a distorted geometry.

Geometry (Å):
C  2.295  2.648  -5.432
O  2.112  2.618  -4.006
H  2.593  3.642  -5.764
H  3.067  1.916  -5.671
H  1.327  2.424  -5.881
H  1.508  3.343  -3.827
C  1.957  0.699  5.389
O  1.620  0.162  4.130
H  2.583  1.588  5.322
H  1.055  1.119  5.834
H  2.399  -0.073  6.020
H  0.929  -0.486  4.284
C  -0.932  -4.501  2.880
O  -0.943  -3.456  3.823
H  -1.331  -3.993  2.002
H  0.109  -4.807  2.772
H  -1.558  -5.378  3.045
H  -1.872  -3.306  4.015
C  -2.155  3.100  3.278
O  -0.953  3.090  2.507
H  -2.651  4.039  3.032
H  -2.893  2.322  3.083
H  -1.929  3.166  4.342
H  -0.411  2.363  2.820
O  -1.061  -0.187  -0.630
H  -0.147  -0.302  -0.891
H  -1.050  0.574  -0.049
O  3.176  -0.472  -1.138
H  2.939  0.273  -1.689
H  3.982  -0.199  -0.700
O  0.180  5.687  -0.877
H  -0.097  5.127  -0.152
H  1.020  6.049  -0.595
O  -4.846  -0.828  1.043
H  -4.104  -0.962  0.452
H  -5.343  -1.644  0.991
O  -0.359  -1.466  -5.232
H  -0.021  -0.574  -5.146
H  -1.308  -1.358  -5.296
O  2.567  -3.805  -3.484
H  2.070  -3.430  -4.212
H  2.667  -3.082  -2.865
O  -2.319  -4.168  -2.439
H  -2.506  -3.263  -2.690
H  -1.363  -4.212  -2.395

As for the HOMO energy: -10.30 eV. Its SMILES is CO.CO.CO.CO.O.O.O.O.O.O.O. The value obtained for the largest force on an atom is 1.436 eV/A. The total energy is -997.91476 Ha. As for the spin multiplicity: 1. The energy above the lowest of the compared OMol25 structures with the same formula, charge and spin is 103.4 kcal/mol.


Entry 4:
Density functional theory data (wB97M-V/def2-TZVPD) for a 11-piece molecular cluster, C4H31N2O10S overall at a distorted geometry.

Geometry (Å):
C  0.531  0.444  1.292
N  -0.868  0.214  0.811
C  -0.974  -0.085  -0.691
C  -0.925  -1.545  -1.065
S  0.544  -2.279  -0.252
C  -2.316  0.680  -0.957
N  -3.049  0.437  -2.204
H  1.120  0.811  0.459
H  0.624  1.294  2.027
H  0.833  -0.544  1.680
H  -1.172  -0.674  1.164
H  -0.077  0.272  -1.188
H  -0.845  -1.664  -2.141
H  -1.788  -2.127  -0.714
H  -2.103  1.743  -0.938
H  -3.113  0.299  -0.229
H  -3.284  -0.523  -2.333
H  -2.599  0.781  -3.062
H  -1.562  2.468  3.216
H  -1.875  1.785  1.828
O  -1.819  2.630  2.307
H  -0.110  -0.473  -4.044
H  -0.477  0.940  -4.367
O  -0.578  0.042  -4.718
H  4.120  2.190  -0.152
H  2.676  2.107  -0.799
O  3.227  2.536  -0.085
H  -0.712  3.205  -2.231
H  0.223  2.968  -3.524
O  -0.684  3.089  -3.221
H  3.422  -0.333  -2.282
H  2.363  -0.725  -1.152
O  2.519  -0.211  -1.980
H  3.122  -2.636  2.621
H  2.748  -3.042  1.314
O  3.529  -2.643  1.742
H  -0.799  4.012  0.040
H  0.252  2.967  -0.320
O  -0.327  3.647  -0.718
H  2.880  -0.105  4.223
H  1.724  0.409  3.505
O  1.943  -0.317  4.125
H  -0.020  -3.782  3.113
H  -0.502  -2.316  2.746
O  -0.006  -2.861  3.393
H  -3.129  -1.540  1.160
H  -2.493  -2.959  1.338
O  -2.704  -2.136  1.793

As for the HOMO energy: -3.81 eV. The charge is -1. The value obtained for the largest force on an atom is 2.197 eV/A. The total energy is -1431.11314 Ha. As for the spin multiplicity: 1. The energy above the lowest of the compared OMol25 structures with the same formula, charge and spin is 12.4 kcal/mol.


Entry 5:
Density functional theory data (wB97M-V/def2-TZVPD) for a 11-piece molecular cluster, C4H31N2O11 overall at a distorted geometry.

Geometry (Å):
C  0.146  1.391  1.858
N  1.022  0.559  1.119
C  0.279  0.127  -0.176
O  0.250  1.328  -0.940
C  -1.024  0.438  2.483
N  -0.544  -0.917  2.970
C  -0.842  -2.003  1.998
H  0.724  1.929  2.645
H  -0.310  2.298  1.415
H  1.904  1.064  0.889
H  0.894  -0.708  -0.579
H  -0.797  -0.144  0.038
H  -1.425  1.082  3.304
H  -1.975  0.361  1.787
H  0.444  -0.898  3.036
H  -1.886  -2.043  1.650
H  -0.328  -1.817  0.909
H  -0.696  -2.878  2.518
H  0.850  1.758  -2.211
H  0.996  3.283  -2.913
O  1.073  2.371  -3.057
H  0.846  3.820  -0.229
H  1.382  2.566  -0.655
O  1.545  3.385  -0.439
H  -1.098  0.796  -3.288
H  -0.670  0.914  -1.879
O  -1.430  0.335  -2.548
H  -1.454  -2.886  -1.204
H  -1.723  -1.383  -1.362
O  -1.575  -2.081  -0.758
H  -2.948  2.808  -0.480
H  -3.527  3.364  0.778
O  -3.638  3.404  -0.160
H  2.371  -0.275  -3.698
H  2.189  0.556  -2.223
O  2.573  -0.296  -2.718
H  0.195  -1.405  -2.644
H  1.588  -1.794  -2.620
O  0.665  -2.152  -2.372
H  -4.309  -1.825  0.309
H  -3.056  -2.660  -0.171
O  -3.926  -2.704  0.093
H  1.724  -2.640  0.475
H  3.129  -1.985  -0.074
O  2.639  -2.412  0.683
H  3.347  -0.314  3.546
H  2.913  -0.824  2.053
O  3.496  -0.891  2.840

As for the HOMO energy: -5.77 eV. The charge is -1. The value obtained for the largest force on an atom is 10.368 eV/A. The total energy is -1108.05925 Ha. As for the spin multiplicity: 1. The energy above the lowest of the compared OMol25 structures with the same formula, charge and spin is 107.0 kcal/mol.


Entry 6:
Density functional theory data (wB97M-V/def2-TZVPD) for a 10-piece molecular cluster, C4H31N2O9 overall at a distorted geometry.

Geometry (Å):
C  -0.676  1.991  2.818
C  -0.794  0.569  2.333
C  0.227  -0.295  3.112
C  0.083  -1.773  3.307
N  0.340  -2.521  2.054
N  -0.599  0.111  0.895
H  0.385  2.310  2.833
H  -1.046  2.691  2.059
H  -1.163  2.090  3.781
H  -1.808  0.195  2.397
H  0.363  0.254  4.055
H  1.227  0.019  2.757
H  0.618  -2.088  4.213
H  -0.903  -2.076  3.668
H  1.305  -2.797  1.985
H  -0.342  -3.250  1.946
H  -1.007  0.679  0.149
H  0.355  -0.135  0.627
H  -1.009  -0.832  0.891
H  0.893  3.860  1.325
H  2.090  2.877  1.444
O  1.630  3.592  1.879
H  1.734  1.045  -2.037
H  2.192  0.451  -0.783
O  1.441  0.956  -1.119
H  -2.719  1.749  -1.148
H  -2.891  0.319  -1.811
O  -2.932  0.823  -0.997
H  3.135  2.597  -2.871
H  3.475  1.161  -2.524
O  3.622  1.831  -3.193
H  -1.240  -2.422  -1.535
H  -0.228  -2.862  -0.427
O  -0.653  -3.121  -1.248
H  -1.302  3.850  -2.030
H  -0.379  2.688  -2.002
O  -1.163  3.003  -2.474
H  2.188  -1.947  -2.738
H  2.266  -0.900  -3.804
O  2.370  -1.006  -2.852
H  0.285  -3.010  -4.318
H  -1.214  -3.141  -3.854
O  -0.451  -2.563  -3.895
H  -3.517  -1.492  1.578
H  -2.524  -2.588  2.077
O  -2.624  -1.649  1.908

As for the HOMO energy: -13.36 eV. The charge is +1. The value obtained for the largest force on an atom is 2.504 eV/A. The total energy is -957.39852 Ha. As for the spin multiplicity: 1. The energy above the lowest of the compared OMol25 structures with the same formula, charge and spin is 89.0 kcal/mol.


Entry 7:
Density functional theory data (wB97M-V/def2-TZVPD) for a 11-piece molecular cluster, C4H31N3O10 overall at a distorted geometry.

Geometry (Å):
C  -0.353  1.103  2.585
C  0.859  0.678  1.720
C  0.517  -0.332  0.628
N  2.783  0.903  -0.791
C  2.729  -0.471  -0.366
N  1.766  -1.016  0.245
N  -1.482  1.341  1.638
H  -0.233  1.887  3.345
H  -0.498  0.292  3.303
H  1.417  1.649  1.376
H  1.718  0.364  2.315
H  -0.124  0.035  -0.126
H  0.153  -1.196  1.228
H  3.240  0.793  -1.691
H  1.846  1.304  -0.851
H  3.651  -1.080  -0.436
H  -2.274  0.766  1.905
H  -1.747  2.317  1.706
H  0.760  2.162  -2.550
H  -0.327  1.587  -1.572
O  0.349  1.358  -2.219
H  -2.244  -0.717  -0.077
H  -3.380  -1.569  -0.251
O  -3.215  -0.615  -0.238
H  -2.359  2.238  -3.103
H  -2.511  3.586  -2.569
O  -1.931  3.118  -3.185
H  0.611  -0.962  -4.316
H  0.683  -0.117  -3.018
O  0.550  -1.033  -3.360
H  1.527  3.127  0.923
H  1.633  4.183  -0.210
O  1.260  3.328  0.024
H  -4.354  0.791  -2.223
H  -3.218  0.769  -1.401
O  -3.455  1.151  -2.280
H  -0.050  -3.318  0.827
H  -0.129  -4.525  1.890
O  -0.442  -3.657  1.641
H  -0.557  -1.568  -2.074
H  -2.004  -2.189  -2.429
O  -1.309  -2.111  -1.767
H  0.695  -2.151  3.201
H  0.765  -0.907  4.086
O  1.181  -1.760  3.945
H  2.185  -2.803  0.921
H  2.644  -3.207  2.283
O  2.676  -3.527  1.365

As for the HOMO energy: -9.38 eV. Its SMILES is N/C=N\CCCN.O.O.O.O.O.O.O.O.O.O. The value obtained for the largest force on an atom is 3.941 eV/A. The total energy is -1087.60698 Ha. As for the spin multiplicity: 1. The energy above the lowest of the compared OMol25 structures with the same formula, charge and spin is 42.8 kcal/mol.


Entry 8:
Density functional theory data (wB97M-V/def2-TZVPD) for C4H32F3O15Y as an isolated structure at a distorted geometry.

Geometry (Å):
Y  -7.289  -16.944  1.688
C  -9.675  -15.281  2.326
O  -8.346  -14.664  1.885
O  -9.125  -16.505  2.694
C  -10.351  -14.660  3.681
F  -11.354  -15.473  4.046
F  -9.505  -14.450  4.743
F  -10.913  -13.362  3.626
C  -8.383  -13.295  1.241
C  -7.081  -12.694  0.778
H  -7.037  -11.599  0.824
H  -6.289  -13.213  1.251
H  -7.091  -12.906  -0.310
H  -8.911  -12.734  2.002
H  -9.131  -13.306  0.460
H  -10.557  -15.353  1.646
O  -5.197  -15.837  -2.048
H  -4.664  -15.007  -1.828
H  -4.491  -16.416  -2.381
O  -10.352  -14.421  7.857
H  -9.662  -14.408  8.520
H  -10.350  -15.284  7.433
O  -6.618  -19.629  2.156
H  -7.168  -20.428  2.041
H  -6.430  -19.621  3.114
O  -9.484  -8.023  0.065
H  -10.266  -8.265  0.620
H  -9.831  -7.215  -0.296
O  -5.387  -16.580  0.510
H  -5.337  -16.365  -0.514
H  -4.884  -15.848  0.824
O  -12.571  -15.755  -1.340
H  -12.626  -14.876  -0.933
H  -13.305  -15.750  -1.953
O  -11.705  -10.518  -0.635
H  -12.369  -10.000  -1.139
H  -12.360  -11.010  -0.092
O  -3.408  -13.590  -2.247
H  -2.770  -13.776  -2.955
H  -3.850  -12.762  -2.668
O  -10.704  -18.348  0.839
H  -10.756  -18.174  1.792
H  -11.545  -18.673  0.481
O  -6.397  -13.526  5.514
H  -5.990  -13.431  6.393
H  -7.051  -12.832  5.625
O  -8.747  -16.799  -0.224
H  -8.626  -16.317  -1.022
H  -9.677  -17.139  -0.262
O  -5.525  -18.827  4.801
H  -6.232  -19.340  5.241
H  -4.721  -19.294  4.994
O  -6.583  -16.112  3.595
H  -7.475  -16.244  4.049
H  -6.003  -15.594  4.178

As for the HOMO energy: -14.47 eV. The charge is +2. The value obtained for the largest force on an atom is 3.084 eV/A. The total energy is -1637.71368 Ha. As for the spin multiplicity: 1.


- Number 4 is which compound?
  C4H31N2O10S


Repeat the sixth record exactly.
Density functional theory data (wB97M-V/def2-TZVPD) for a 10-piece molecular cluster, C4H31N2O9 overall at a distorted geometry.

Geometry (Å):
C  -0.676  1.991  2.818
C  -0.794  0.569  2.333
C  0.227  -0.295  3.112
C  0.083  -1.773  3.307
N  0.340  -2.521  2.054
N  -0.599  0.111  0.895
H  0.385  2.310  2.833
H  -1.046  2.691  2.059
H  -1.163  2.090  3.781
H  -1.808  0.195  2.397
H  0.363  0.254  4.055
H  1.227  0.019  2.757
H  0.618  -2.088  4.213
H  -0.903  -2.076  3.668
H  1.305  -2.797  1.985
H  -0.342  -3.250  1.946
H  -1.007  0.679  0.149
H  0.355  -0.135  0.627
H  -1.009  -0.832  0.891
H  0.893  3.860  1.325
H  2.090  2.877  1.444
O  1.630  3.592  1.879
H  1.734  1.045  -2.037
H  2.192  0.451  -0.783
O  1.441  0.956  -1.119
H  -2.719  1.749  -1.148
H  -2.891  0.319  -1.811
O  -2.932  0.823  -0.997
H  3.135  2.597  -2.871
H  3.475  1.161  -2.524
O  3.622  1.831  -3.193
H  -1.240  -2.422  -1.535
H  -0.228  -2.862  -0.427
O  -0.653  -3.121  -1.248
H  -1.302  3.850  -2.030
H  -0.379  2.688  -2.002
O  -1.163  3.003  -2.474
H  2.188  -1.947  -2.738
H  2.266  -0.900  -3.804
O  2.370  -1.006  -2.852
H  0.285  -3.010  -4.318
H  -1.214  -3.141  -3.854
O  -0.451  -2.563  -3.895
H  -3.517  -1.492  1.578
H  -2.524  -2.588  2.077
O  -2.624  -1.649  1.908

As for the HOMO energy: -13.36 eV. The charge is +1. The value obtained for the largest force on an atom is 2.504 eV/A. The total energy is -957.39852 Ha. As for the spin multiplicity: 1. The energy above the lowest of the compared OMol25 structures with the same formula, charge and spin is 89.0 kcal/mol.